The following is a DFT calculation (ωB97M-V/def2-TZVPD) of the ion C8H9N4O with charge +1.

Geometry (Å):
C: 0.233 -1.457 -2.649
C: 0.873 -2.165 -1.641
C: 0.527 -1.956 -0.313
C: -0.463 -1.031 -0.023
O: -0.822 -0.809 1.320
C: 0.096 -0.095 2.029
N: 0.062 1.333 1.586
C: -0.939 2.211 1.528
N: -0.498 3.352 0.996
N: 0.762 3.177 0.685
N: 1.090 1.972 1.037
C: -1.115 -0.320 -1.007
C: -0.762 -0.544 -2.334
H: 0.498 -1.624 -3.684
H: 1.630 -2.897 -1.884
H: 0.986 -2.533 0.480
H: 1.126 -0.437 1.890
H: -0.174 -0.115 3.082
H: -1.934 1.999 1.885
H: 2.011 1.579 0.875
H: -1.914 0.361 -0.741
H: -1.273 -0.001 -3.117

Orbital gap = 8.30 eV
Highest occupied orbital energy = -13.044 eV
SMILES = c1ccc(OCn2cnn[nH+]2)cc1
Charge = +1
ΔE to the lowest compared entry with this formula, charge and spin = 3.064 eV



The following is a DFT calculation (ωB97M-V/def2-TZVPD) of a cluster of 2 separate species, C8H9NO in total.

Geometry (Å):
O: -0.836 -1.293 -0.692
C: 0.456 -1.251 -0.231
C: 1.201 -2.427 -0.317
C: 2.518 -2.443 0.135
C: 3.099 -1.293 0.673
C: 2.348 -0.121 0.756
C: 1.028 -0.096 0.305
H: -1.239 -0.400 -0.571
H: 0.731 -3.323 -0.742
H: 3.100 -3.372 0.066
H: 4.137 -1.311 1.029
H: 2.792 0.791 1.176
H: 0.439 0.827 0.370
C: -3.605 2.997 -0.310
C: -2.682 1.870 -0.358
N: -1.942 0.965 -0.396
H: -3.214 3.839 -0.906
H: -3.742 3.337 0.730
H: -4.588 2.705 -0.717

Orbital gap = 8.20 eV
Highest occupied orbital energy = -7.843 eV
SMILES = Oc1ccccc1.CC#N
Charge = 0
ΔE to the lowest compared entry with this formula, charge and spin = 0.804 eV



The following is a DFT calculation (ωB97M-V/def2-TZVPD) of an isolated molecule of C8H9NO2.

Geometry (Å):
C: -0.381 0.464 -0.626
C: -0.336 0.335 0.680
C: -1.717 0.183 -1.093
C: -1.944 -1.598 0.899
C: -1.432 -0.177 1.482
C: -2.276 -0.268 0.270
C: 2.383 -0.484 0.082
C: 2.054 0.913 0.085
N: 1.538 1.558 -0.851
O: 1.425 2.791 -0.943
O: 0.532 0.834 -1.537
H: -2.304 1.052 -1.362
H: -1.853 -0.533 -1.951
H: -1.278 -2.320 0.384
H: -2.783 -2.047 1.522
H: -1.644 0.282 2.441
H: 1.667 -1.118 0.576
H: 3.451 -0.672 0.334
H: 2.198 -0.794 -1.016
H: 2.698 1.598 0.625

Orbital gap (spin up / spin down) = 7.75 / 7.94 eV
Highest occupied orbital energy (spin up / spin down) = -8.362 / -8.266 eV
Charge = 0
ΔE to the lowest compared entry with this formula, charge and spin = 10.691 eV



The following is a DFT calculation (ωB97M-V/def2-TZVPD) of the ion C8H9NO5 with charge -2.

Geometry (Å):
C: -0.544 -2.159 0.440
C: 0.170 1.731 1.385
C: -1.666 0.587 -0.131
C: -1.633 1.723 -1.159
C: -1.367 1.598 -2.621
C: 0.171 -0.754 0.555
C: 2.393 -1.487 -0.187
C: 1.659 -0.966 0.975
N: -0.424 0.332 0.514
O: -1.374 -2.278 1.342
O: 1.182 2.196 0.908
O: -0.155 -2.948 -0.416
O: -0.505 1.909 2.357
O: -2.705 1.870 -2.054
H: -2.403 0.713 0.712
H: -1.964 -0.462 -0.439
H: -1.329 2.679 -0.499
H: -0.878 2.577 -3.095
H: 3.518 -1.855 -0.011
H: 2.348 -0.750 -1.013
H: 1.841 -2.452 -0.567
H: 2.144 -0.093 1.320
H: 1.520 -1.711 1.685

Orbital gap = 5.06 eV
Highest occupied orbital energy = 0.902 eV
Charge = -2
ΔE to the lowest compared entry with this formula, charge and spin = 1.461 eV



The following is a DFT calculation (ωB97M-V/def2-TZVPD) of a structure of composition C8H9NO5Ti.

Geometry (Å):
Ti: 0.273 0.036 0.405
O: -1.665 -2.290 -0.833
C: -0.992 -1.464 -0.393
C: 1.758 1.301 -0.325
O: 2.598 2.046 -0.654
C: -0.875 1.231 -0.883
O: -1.495 1.927 -1.571
C: 1.727 -1.479 0.241
O: 2.537 -2.303 0.127
C: 0.862 -1.526 -4.308
H: 1.094 -2.536 -3.925
H: -0.171 -1.227 -4.556
C: 1.804 -0.624 -4.310
H: 1.555 0.418 -4.577
H: 2.820 -0.900 -3.969
C: -2.286 0.883 2.614
C: -0.905 0.776 3.165
N: -0.447 0.843 4.433
O: 0.041 0.555 2.313
H: -3.113 1.065 3.306
H: -2.529 -0.024 2.038
H: -2.335 1.652 1.831
H: 0.551 0.695 4.448
H: -0.808 0.945 5.383

Multiplicity = 3
Orbital gap (spin up / spin down) = 5.99 / 5.08 eV
Expectation value of S² = 2.0092
Highest occupied orbital energy (spin up / spin down) = -15.501 / -15.484 eV
Charge = +2



The following is a DFT calculation (ωB97M-V/def2-TZVPD) of a structure of composition C8H9NOS.

Geometry (Å):
C: -2.039 -1.851 0.581
C: -1.122 -2.608 1.318
C: -1.626 -0.793 -0.222
C: 0.186 -2.317 1.293
C: -0.232 -0.532 -0.279
C: 0.610 -1.280 0.510
C: 1.486 0.976 -0.900
C: 1.172 2.359 -0.302
N: 0.310 0.259 -1.243
O: 3.306 -1.286 0.051
S: 2.252 -0.534 0.694
H: -3.092 -2.152 0.536
H: -1.368 -3.558 1.719
H: -2.384 -0.346 -0.827
H: 1.009 -3.091 1.632
H: 2.140 0.924 -1.702
H: 1.318 2.452 0.745
H: 0.090 2.425 -0.596
H: 1.867 3.150 -0.731
H: -0.411 0.871 -1.640

Orbital gap = 8.72 eV
Highest occupied orbital energy = -8.341 eV
Charge = 0
ΔE to the lowest compared entry with this formula, charge and spin = 3.311 eV



The following is a DFT calculation (ωB97M-V/def2-TZVPD) of a structure of composition C8H9NS2Sn.

Geometry (Å):
Sn: 1.116 2.305 0.578
C: -1.891 4.171 -1.639
H: -1.915 3.093 -1.209
H: -1.676 4.790 -0.751
H: -0.933 4.105 -2.182
H: -2.730 4.314 -2.271
H: -2.605 5.817 -2.216
S: -1.044 1.788 1.775
C: -0.709 0.254 1.199
N: 0.388 0.054 0.471
C: 0.678 -1.300 0.399
C: 1.603 -1.844 -0.511
C: 2.047 -3.174 -0.346
C: 1.500 -3.936 0.697
C: 0.479 -3.446 1.507
C: 0.006 -2.144 1.334
S: -1.199 -1.190 2.219
H: 1.985 -1.160 -1.268
H: 2.868 -3.534 -0.961
H: 1.926 -4.917 0.859
H: 0.106 -4.045 2.317

Orbital gap (spin up / spin down) = 7.02 / 2.37 eV
Highest occupied orbital energy (spin up / spin down) = -16.639 / -13.961 eV
Charge = +2



The following is a DFT calculation (ωB97M-V/def2-TZVPD) of an isolated molecule of C8H9O2P.

Geometry (Å):
C: -2.746 1.998 1.403
C: -2.829 1.310 0.209
O: -1.639 1.204 -0.379
C: -0.757 1.695 0.471
P: 0.991 1.723 0.036
C: 1.247 0.127 -0.350
C: 2.318 -0.636 -0.993
C: 1.980 -2.015 -0.555
C: 0.446 -2.177 -0.606
O: -0.026 -0.920 -0.189
C: -1.359 2.279 1.567
H: -3.479 2.460 1.909
H: -3.705 0.974 -0.342
H: 2.616 -0.316 -2.021
H: 3.288 -0.290 -0.461
H: 2.518 -2.770 -1.121
H: 2.206 -1.954 0.476
H: -0.075 -2.372 -1.607
H: -0.103 -2.882 0.124
H: -0.894 2.563 2.429

Orbital gap = 8.41 eV
Highest occupied orbital energy = -8.117 eV
SMILES = c1coc(/P=C2/CCCO2)c1
Charge = 0
ΔE to the lowest compared entry with this formula, charge and spin = 2.574 eV



The following is a DFT calculation (ωB97M-V/def2-TZVPD) of an isolated molecule of C8H9O2PS.

Geometry (Å):
C: -0.246 -2.771 0.983
P: 0.308 -1.371 -0.112
O: 1.800 -1.965 -0.532
S: 0.951 -0.095 1.592
C: 1.028 1.727 0.768
C: 1.017 1.572 -0.664
C: -0.104 1.480 -1.418
C: -1.393 1.769 -0.767
C: -1.447 2.280 0.493
C: -0.148 2.392 1.305
C: -0.211 3.283 2.265
O: -0.145 4.038 3.150
H: -0.685 -3.526 0.330
H: 0.520 -3.259 1.588
H: -0.976 -2.274 1.605
H: 2.218 -1.667 -1.335
H: 1.931 2.203 1.156
H: 2.079 1.633 -0.922
H: 0.003 1.327 -2.506
H: -2.277 1.702 -1.237
H: -2.436 2.390 1.013

Orbital gap = 8.09 eV
Highest occupied orbital energy = -7.900 eV
SMILES = CP(O)S[C@H]1C=CC=CC1=C=O
Charge = 0
ΔE to the lowest compared entry with this formula, charge and spin = 2.202 eV



The following is a DFT calculation (ωB97M-V/def2-TZVPD) of a structure of composition C8HBr4N9O2SbSe4Ti.

Geometry (Å):
Ti: 0.413 0.687 0.122
Br: -5.103 -2.957 -1.573
C: -3.820 -1.577 -1.434
C: -4.033 -0.346 -2.045
Br: -5.611 -0.029 -3.035
C: -3.081 0.674 -1.934
Br: -3.284 2.367 -2.728
C: -1.925 0.450 -1.209
O: -0.941 1.324 -1.032
C: -1.713 -0.798 -0.595
O: -0.545 -0.891 0.056
C: -2.648 -1.807 -0.701
Br: -2.266 -3.433 0.160
N: 3.748 -0.290 -0.628
C: 3.428 -0.046 0.684
N: 4.259 -0.284 1.671
N: 3.588 0.133 2.772
N: 2.445 0.596 2.462
N: 2.274 0.502 1.104
C: 2.866 -0.102 -1.656
N: 3.086 -0.519 -2.882
N: 1.992 -0.103 -3.568
N: 1.179 0.517 -2.810
N: 1.700 0.554 -1.538
H: 4.554 -0.863 -0.805
Se: 1.527 2.994 5.241
Sb: 0.020 1.353 4.355
Se: -2.174 0.997 5.300
Se: 0.654 -1.069 4.357
Se: -0.587 1.966 1.887

Multiplicity = 2
Orbital gap (spin up / spin down) = 6.05 / 5.81 eV
Expectation value of S² = 0.7568
Highest occupied orbital energy (spin up / spin down) = -2.568 / -2.537 eV
Charge = -2
ΔE to the lowest compared entry with this formula, charge and spin = 0.000 eV